Below is C35H34Cl2IrN7O2S2 as an isolated structure, with properties calculated with wB97M-V/def2-TZVPD.

The calculation puts the lowest unoccupied orbital energy (spin up / spin down) at -3.79 / -5.63 eV. The charge is +1. As for the frontier orbital gap (spin up / spin down): 0.227 / 0.175 hartree. The spin multiplicity is 6. The value obtained for the HOMO energy (spin up / spin down) is -9.97 / -10.39 eV. The calculation puts the total energy at -100916.1334 eV.

Geometry (Å):
C: -2.4682 -1.0428 4.7585
H: 0.8457 -2.9705 -4.8104
C: -4.5808 -1.8363 -2.7646
C: -0.4730 2.2726 1.3163
C: 1.5703 1.6366 4.3415
H: -2.5467 1.9365 1.0307
H: -0.5241 -0.8415 3.2381
H: -2.1474 3.5387 1.6431
H: -1.3480 -3.3047 3.5590
C: 5.3273 -0.0044 -1.1886
C: -2.8162 1.4681 -2.7696
C: 0.5549 2.0811 3.5570
C: -4.3281 -0.4846 -3.0450
Cl: -6.6323 -0.2760 -4.4748
H: 3.5913 0.8105 -0.2151
C: 4.5445 1.0289 -0.6872
N: -1.0496 -1.2662 1.3602
C: -3.7742 -1.0248 2.6320
H: -2.0649 2.1139 2.7232
C: 1.6468 2.9848 -1.3293
N: -0.1505 2.5025 0.0250
H: 4.6739 4.3144 0.0707
H: -1.5540 -1.3773 5.2570
C: -3.6733 -2.5454 -2.0156
H: -0.2203 -0.7901 1.0132
C: 4.1004 3.4579 -0.2790
C: 6.9558 1.5945 -1.9388
H: -0.2044 2.7336 3.9712
Cl: -3.3410 3.8669 -3.8738
C: -3.7194 2.2444 -3.5670
C: -3.1576 0.0734 -2.5320
C: 1.5156 0.8917 1.5936
C: 1.6028 -3.4368 -1.5529
N: 0.9797 3.1501 -0.1774
H: -2.4278 -3.3331 2.1637
C: 2.5914 0.8324 3.7684
H: -5.4802 -2.3062 -3.1424
C: 6.1733 2.6249 -1.4402
H: 3.4042 0.4870 4.3969
C: -1.8900 2.4775 1.7165
S: 1.4327 1.7711 -2.4674
H: -1.8262 -1.0345 0.7524
H: 7.1511 -0.5300 -2.1917
C: -2.4745 -1.4697 3.2982
H: 6.4995 3.6542 -1.5485
H: 3.4537 3.1175 0.5278
H: -3.3172 -1.4802 5.2852
H: -3.0935 -3.4907 3.7965
H: 1.8557 -4.6820 -3.2837
H: 0.0403 -0.8338 -3.8324
C: 0.9305 -2.7910 -3.7473
C: 0.5335 1.7932 2.1623
C: 6.5358 0.2752 -1.8096
H: 7.8937 1.8196 -2.4308
H: -4.6255 -1.5435 3.0786
H: 1.6162 1.9122 5.3869
N: 0.5677 -1.3241 -1.8989
H: -5.5403 2.2911 -4.6858
C: -5.1889 0.3642 -3.8316
Ir: -0.3671 0.6458 -1.1353
C: -2.3297 -2.9919 3.1949
C: 2.1867 -4.3762 -0.6256
O: -1.7700 1.9344 -2.2833
H: 1.2305 -1.9418 -0.0457
H: -2.5310 0.0450 4.8426
C: 1.4945 -3.7342 -2.9056
C: 2.5680 0.4646 2.4538
H: -3.9188 0.0504 2.7552
C: -2.5235 -1.9026 -1.5530
C: 0.4793 -1.6023 -3.2070
H: -1.7838 -2.4399 -0.9670
N: -2.2770 -0.6236 -1.7946
N: 2.6480 -5.1285 0.1100
H: -3.8364 -3.5882 -1.7792
H: -3.7815 -1.2583 1.5610
N: -1.3593 -0.7433 2.6732
H: 3.3344 -0.1757 2.0350
O: 1.3937 0.3552 0.4281
C: 1.1330 -2.2160 -1.0869
C: 4.9690 2.3499 -0.7973
S: 2.9788 4.1232 -1.5855
H: 4.9912 -1.0309 -1.0959
C: -4.8788 1.6840 -4.0839

Atomic forces in eV per Å
C -0.05 0.05 0.10
H 0.00 0.01 0.04
C -0.11 -0.01 -0.06
C -0.08 0.04 -0.01
C 0.10 -0.04 0.04
H 0.03 0.00 -0.01
H 0.07 -0.26 -0.02
H 0.00 -0.05 -0.01
H -0.04 -0.02 -0.01
C -0.04 0.04 -0.01
C -0.01 0.00 -0.02
C -0.06 -0.04 -0.09
C -0.22 -0.02 -0.13
Cl -0.06 -0.06 -0.02
H 0.10 -0.01 -0.05
C 0.00 -0.06 0.02
N 0.11 -0.64 0.12
C -0.06 0.03 -0.01
H -0.04 -0.05 0.00
C -0.02 -0.04 -0.02
N 0.17 0.12 -0.43
H 0.04 -0.01 -0.03
H -0.04 0.01 -0.01
C 0.00 0.01 0.02
H -0.11 0.18 0.12
C -0.06 -0.01 -0.08
C -0.04 -0.01 0.01
H -0.02 -0.05 -0.04
Cl 0.05 0.05 0.01
C -0.05 -0.01 -0.01
C -0.02 -0.01 0.04
C -0.19 -0.10 0.07
C 0.09 -0.20 0.10
N 0.19 -0.20 -0.04
H 0.02 0.00 0.04
C -0.02 0.01 0.01
H 0.05 0.02 0.03
C 0.03 0.00 0.04
H -0.02 0.02 -0.02
C -0.02 0.16 0.07
S -0.43 0.05 0.26
H -0.02 0.33 0.02
H -0.02 0.03 0.00
C 0.09 -0.23 0.01
H 0.00 -0.04 0.01
H 0.04 0.08 0.09
H 0.03 0.02 0.00
H 0.03 0.05 -0.04
H -0.01 0.03 0.00
H -0.02 -0.01 0.04
C 0.02 -0.01 -0.05
C 0.23 0.03 0.04
C 0.01 0.03 0.00
H -0.02 -0.01 0.02
H 0.04 0.03 -0.03
H 0.03 -0.03 -0.04
N -0.04 -0.18 -0.04
H -0.02 -0.02 0.01
C 0.06 -0.05 0.05
Ir 0.32 -0.18 0.20
C 0.04 -0.01 0.05
C -0.02 0.07 -0.07
O -0.11 0.34 -0.15
H -0.03 -0.01 -0.02
H 0.01 -0.05 0.00
C 0.04 -0.07 -0.04
C 0.01 0.00 0.06
H 0.00 -0.02 -0.02
C 0.04 -0.06 0.06
C 0.06 0.00 0.13
H -0.04 0.04 -0.01
N 0.23 0.13 -0.16
N -0.05 0.10 -0.07
H 0.02 0.04 -0.01
H -0.01 0.00 0.06
N -0.23 0.52 -0.24
H -0.03 0.00 0.02
O 0.14 0.14 -0.04
C 0.03 0.13 0.00
C -0.09 0.03 -0.08
S -0.04 0.01 0.12
H 0.01 0.02 0.02
C 0.04 -0.05 0.05

=====

Below is C35H34F42N10O28S14 as an isolated structure at a distorted geometry, with properties calculated with wB97M-V/def2-TZVPD.

The calculation puts the lowest unoccupied orbital energy at 0.59 eV. The charge is -4. As for the frontier orbital gap: 0.158 hartree. The value obtained for the HOMO energy is -3.72 eV. The calculation puts the total energy at -374888.7490 eV.

Geometry (Å):
C: 5.4686 4.7624 -9.9883
N: -3.6905 -3.7006 3.9545
O: -4.0032 -7.9157 -0.2011
H: -0.6334 2.7318 -1.4283
C: -11.0765 -8.6395 4.8041
C: 1.7072 2.4634 9.7026
C: -0.6262 1.2187 0.8183
O: -12.8253 -4.7274 6.7201
O: 2.3518 -1.7105 -7.8313
H: -1.9904 -2.1413 -0.4015
C: -3.6415 -2.3258 1.8845
S: 7.9214 1.8312 1.2300
F: 2.6245 6.8588 5.6187
C: 5.8573 3.3349 -7.2041
O: 9.9780 0.1446 0.5848
O: -0.3646 6.8512 7.2950
H: 8.4610 5.6869 -7.3063
N: 0.6981 11.0735 -1.2923
F: -12.9668 -3.6921 3.7825
H: 0.9143 2.0662 -1.0718
F: -11.5947 -9.6638 5.4075
F: 3.1739 10.9153 -4.2559
H: -4.1724 -2.0208 0.9948
F: -2.0482 1.6583 -8.7147
C: 6.5747 3.1041 1.9413
S: 0.6070 5.7735 7.1154
H: 8.0571 4.5818 -8.5771
F: 2.3144 12.7445 -3.3661
N: -0.6627 0.8877 -0.5134
H: 6.2348 4.0086 -9.8070
C: -1.1815 0.2940 1.7678
H: 2.6001 5.6899 -10.0084
C: 1.5343 7.0860 -8.7016
F: -2.4554 11.4999 -0.2929
F: -11.2933 -8.6728 3.4918
F: 10.1164 -2.1429 2.6909
H: 4.2870 4.8384 -6.7086
F: -3.8824 -11.8580 -0.3645
S: -0.9894 -0.9209 -8.7056
C: 2.6707 6.0909 -8.9973
S: 1.9369 10.3845 -1.9098
F: -10.8024 -3.1935 3.8902
O: -5.5390 -9.4447 1.0353
F: -0.9019 -3.2455 -6.2480
O: -7.8651 -9.2403 -2.0407
F: -1.0485 -11.1047 8.6836
C: -3.3427 -10.6788 0.0456
F: -6.8462 -6.6533 -3.4331
S: 9.9541 0.4684 1.9807
S: -0.3276 9.8315 -0.5935
O: -1.7249 -2.1611 -8.6228
F: 2.4608 7.6951 7.6027
F: -4.7766 -7.2647 -2.9766
S: -6.5996 -8.6188 -1.7298
O: -10.4255 -4.1791 6.7095
O: 11.2501 0.8968 2.4397
H: 4.0956 7.0831 -7.7617
O: -1.0675 9.2140 -1.6506
H: -0.9961 0.5884 2.7902
C: 4.6693 4.2841 -7.5657
H: 0.5731 6.7976 -9.1270
H: 1.4672 7.3504 -7.6463
O: 8.5466 2.6545 0.2287
C: -11.9773 -3.3043 4.6379
H: 0.0231 1.3244 -2.4731
F: 7.1390 4.0486 2.6673
O: -6.7646 -7.5270 -0.7466
F: 8.2470 -1.0765 3.1810
F: -5.9291 -8.4871 -4.3593
C: 2.1747 11.4305 -3.5730
F: -9.7831 -8.6920 5.1163
H: 7.0243 4.3600 -5.6663
F: 0.7999 -4.4502 -6.6233
H: -0.8621 -1.9955 3.6930
H: 6.8906 6.7511 -8.8844
F: -2.3841 -10.4350 -0.8154
N: -11.1847 -5.8767 4.9154
N: 8.7911 1.6534 2.5267
O: 1.4159 -9.5448 7.9149
C: -4.3141 -3.2140 2.7787
N: 0.2706 -7.4519 8.7609
C: 2.3278 -5.7030 7.7896
F: 1.0542 11.1914 -4.3240
S: -4.6790 -9.2343 -0.1184
O: -0.4509 -0.5966 -10.0408
F: 5.9244 3.7635 1.0002
S: 0.9599 -2.1305 -7.9574
C: 7.1382 4.0632 -6.7090
O: 7.2533 0.7235 0.7333
C: 0.4350 -3.2364 -6.4041
C: -2.5162 -3.2412 4.2890
C: -2.3872 -1.8513 2.2437
H: -4.3571 -5.7018 4.3287
F: 1.5480 -4.5317 7.7927
F: -2.6084 0.4144 -7.0396
C: -4.3173 -4.7355 4.8314
H: 2.4387 5.2886 -8.2969
C: -1.8506 -2.3467 3.4360
C: -6.0104 -7.7248 -3.2428
O: 0.6695 -3.0305 -9.0785
H: -0.9525 -0.5179 -2.0091
C: -1.1357 -0.2624 -0.9759
H: 5.4721 2.6686 -6.4323
H: -2.0959 -3.6210 5.2086
S: -11.5910 -4.6298 5.9835
C: 6.4967 6.1081 -8.0973
H: 4.4315 7.3147 -9.4288
F: 3.2517 5.8165 7.3542
N: 0.7169 4.8500 8.6338
C: 2.3405 6.6107 6.9005
S: 1.8081 -6.8113 9.3114
O: -13.2950 -7.2288 4.9173
H: 6.2377 6.7287 -7.2395
C: 4.0849 6.5631 -8.7196
F: -2.2741 10.1355 1.2451
C: -1.6284 -1.1798 -0.0685
S: -11.9606 -7.0925 5.5056
C: -2.3368 0.3818 -8.3370
F: 0.9678 -2.8497 -5.2908
O: 0.3544 8.9179 0.2957
F: 2.0212 -6.4703 6.7146
N: 0.0777 -0.7241 -7.6733
C: -1.1801 -9.7502 8.5443
S: 0.9978 3.4038 8.0856
O: -11.9246 -7.2322 6.9426
H: -0.1418 2.1404 1.1053
F: -1.4228 -9.4222 7.3022
F: 2.6412 3.2581 10.2520
C: -1.5428 10.8641 0.4455
H: -5.2961 -3.6259 2.5989
O: 1.7078 -5.9035 10.4164
N: -5.2917 -9.7078 -1.5113
C: 9.5735 -1.0072 3.1664
F: -12.3352 -2.2538 5.3165
H: 5.9722 2.7116 -8.0909
F: 5.6416 2.4538 2.6880
O: 1.7483 9.0282 -2.3490
H: 3.8333 3.7946 -8.0652
F: -0.9027 11.6876 1.2686
C: 7.6346 5.1114 -7.7233
S: 0.5117 -8.9585 8.9207
O: 2.0934 3.2326 7.1334
H: 7.8737 3.2724 -6.5616
H: 4.5457 4.3931 -10.4356
H: 5.8916 5.5983 -10.5453
F: 10.0199 -0.7345 4.4237
C: -1.6738 -0.9480 1.3259
F: 0.6611 2.2227 10.5450
H: -3.6789 -4.8948 5.7004
O: -0.2430 2.7087 7.8336
O: 0.4266 5.0544 5.8734
O: 0.6938 -9.3733 10.3080
F: -3.3262 0.0084 -9.1499
O: 3.0125 -7.7309 9.4520
C: -0.0547 1.8110 -1.5009
F: -2.8249 -10.6640 1.2944
H: 1.7558 8.0738 -9.1057
F: -2.1564 -9.2429 9.2667
O: 3.1450 10.6086 -1.0647
F: 2.2901 1.3586 9.2770
N: 5.1420 5.4074 -8.6145
F: 3.6112 -5.4341 7.8123
H: -5.3134 -4.4507 5.1703

Atomic forces in eV per Å
C -0.28 1.30 1.58
N -2.32 0.47 -2.05
O -0.26 -2.46 0.37
H -0.10 -0.08 -0.75
C -0.03 2.49 0.65
C -1.42 2.38 -2.20
C -1.29 -2.59 -0.09
O 0.22 0.22 -0.54
O -1.15 -0.68 0.50
H 0.04 -0.02 -0.35
C -1.68 -1.59 1.94
S -0.27 5.40 0.41
F -0.62 0.19 0.00
C -1.10 1.06 -0.25
O -1.10 -1.00 0.14
O 1.46 -0.84 0.59
H -0.11 0.18 0.04
N -3.01 -1.36 1.81
F 1.07 0.80 0.96
H 0.24 -0.11 -0.50
F -1.29 -1.56 0.23
F 0.95 0.36 -0.33
H 0.02 0.00 -0.03
F 0.26 -0.54 0.39
C 0.51 -1.47 0.33
S -1.49 1.18 0.83
H -0.23 0.14 -0.25
F 0.15 -0.57 -0.46
N 0.63 1.00 0.65
H -0.36 -0.03 -0.24
C 1.76 1.13 -1.63
H -0.14 0.03 -0.04
C 0.90 1.37 -0.33
F 0.73 0.71 -0.75
F 0.49 -0.46 0.04
F -0.33 0.57 0.68
H 0.12 0.06 0.01
F 0.37 0.57 1.50
S -3.34 0.63 -5.48
C -0.61 -0.66 0.39
S 3.54 0.55 1.50
F -1.88 0.96 0.92
O 0.78 -0.05 -0.62
F 0.30 0.37 -0.06
O 1.12 -0.52 -0.66
F -0.71 1.46 -0.06
C -1.57 1.43 -0.72
F 0.92 -1.24 -0.35
S 1.41 2.44 2.02
S 2.26 0.31 -1.54
O -0.71 0.83 0.27
F -0.64 2.06 0.62
F -0.65 0.08 -0.45
S -0.81 0.40 1.51
O -0.44 0.12 -0.60
O -0.08 -0.12 0.76
H 0.17 -0.27 0.24
O -1.09 0.29 0.13
H -0.56 -0.20 0.29
C 1.24 1.07 -0.70
H 0.17 -0.30 0.29
H -0.24 -0.66 0.19
O 0.17 0.49 -0.20
C 1.32 -3.57 -0.29
H -0.14 0.37 0.18
F 0.59 0.07 0.86
O 1.07 -1.62 -1.63
F 0.16 -0.87 0.40
F -0.46 0.76 0.79
C -2.06 -1.52 1.76
F 0.58 0.47 -0.70
H -0.38 0.85 -0.19
F 0.83 -1.95 -0.68
H 0.08 -0.18 0.36
H -0.57 0.07 -0.21
F 1.17 0.25 -0.36
N -0.22 2.03 1.86
N 1.95 -2.96 -1.11
O -1.57 0.56 1.14
C 1.74 -0.15 0.55
N 2.70 3.07 0.78
C -2.52 -1.08 0.82
F 0.64 0.73 0.36
S 1.29 0.73 1.58
O -1.39 0.26 1.28
F -0.41 -0.27 -1.19
S 2.25 -0.77 0.63
C -0.29 -1.22 -0.36
O -2.53 -3.34 -0.87
C -1.39 1.30 -1.92
C 1.62 1.06 -0.79
C 0.01 -1.43 0.61
H -0.10 0.22 -0.37
F 1.61 -1.81 -0.43
F -0.85 -0.18 -0.10
C -0.13 -0.36 0.09
H 0.21 -0.36 -0.26
C 0.42 0.58 0.13
C 0.31 0.47 0.09
O 0.46 1.46 1.78
H -0.36 0.21 -0.10
C 0.10 -1.22 1.29
H 0.05 0.01 0.05
H 0.26 0.14 -0.04
S 0.80 0.20 -1.48
C -0.07 -1.29 -0.25
H 0.24 -0.34 -0.32
F 1.39 -1.80 0.48
N 0.38 2.49 -3.37
C -0.84 -1.10 -0.42
S 2.98 -0.95 -0.13
O 1.10 -0.22 0.25
H -0.21 -0.22 -0.02
C 0.18 -0.36 0.51
F -0.36 -2.07 0.62
C -0.54 -0.61 0.80
S -2.57 -2.41 -0.48
C 1.83 0.06 -1.36
F 0.92 1.14 1.58
O -0.63 1.34 0.13
F 0.46 1.36 0.27
N 2.72 -1.80 2.17
C 2.47 0.73 0.17
S 1.11 -3.04 0.83
O 0.73 -0.42 -0.17
H -0.09 0.10 -0.07
F -0.76 -0.52 -1.68
F -0.47 -0.63 0.61
C 0.03 0.42 0.24
H -0.02 0.03 -0.13
O -1.05 0.24 -0.22
N -2.55 2.14 -0.04
C -0.20 1.46 -0.69
F 0.10 1.41 -0.60
H 0.63 -0.11 0.08
F 0.51 0.22 -0.21
O 0.09 0.01 -0.76
H 0.26 -0.21 0.13
F 0.54 0.74 -0.65
C -1.13 -0.22 0.80
S 0.91 -5.07 0.43
O -0.88 0.15 0.95
H 0.31 0.00 -0.42
H 0.25 -0.13 0.09
H -0.09 -0.29 -0.35
F -0.34 -0.64 -1.47
C 0.13 1.94 -0.84
F 1.59 -0.13 -0.28
H -0.02 0.32 -0.08
O 0.17 -0.39 -0.21
O 0.41 -0.19 0.87
O 0.01 0.13 -0.71
F -0.66 0.04 0.99
O -3.66 2.05 -1.06
C 0.29 0.58 1.33
F -0.67 -0.78 -1.00
H 0.06 0.08 -0.55
F -0.49 -0.58 0.80
O -1.77 0.02 -2.27
F -0.26 -0.40 0.64
N 0.93 0.38 0.56
F -0.40 0.39 -0.14
H 0.10 0.19 -0.26

=====

Computed energy relative to the best compared isomer or geometry (same formula, charge and spin), in the same sequence as the records: 211.08; 687.19 kJ/mol.